[1]
4
Properties=species:S:1:pos:R:3:forces:R:3 method="wB97M-V/def2-TZVPD" fmax_ev_per_a=1.84 lumo_ev="-1.9548 / -3.4865" e_above_lowest_kj_mol=169.35 homo_lumo_gap_ev="8.30 / 5.12" homo_ev="-10.25 / -8.60"
P 0.31746 -0.58223 0.61580 0.1 1.6 1.0
Cl 0.18836 -1.99317 -0.73434 0.1 -0.8 -1.0
Br -2.71493 1.71590 0.14256 0.4 -0.3 0.0
I 2.20911 0.85950 -0.02403 -0.5 -0.5 0.0


[2]
18
Properties=species:S:1:pos:R:3:forces:R:3 method="wB97M-V/def2-TZVPD" fmax_ev_per_a=1.67 lumo_ev=0.8572 e_above_lowest_kj_mol=146.27 homo_lumo_gap_ev=10.52 smiles="C=CC(=C)CC(O)O" homo_ev=-9.66
C -2.68469 -1.06818 0.33202 0.3 0.5 0.4
C -1.67276 -0.32372 0.79192 -1.6 -0.3 0.0
C -0.31209 -0.47502 0.31737 1.6 -0.6 0.1
C 0.50367 -1.35632 0.91609 0.1 0.3 -0.4
C 0.07064 0.35830 -0.89584 0.3 0.0 -0.1
C 1.37562 1.17367 -0.81560 0.0 0.0 0.2
O 2.52316 0.35722 -0.73174 0.1 -0.1 -0.3
O 1.39342 2.06087 0.28240 -0.6 -0.1 -0.1
H -3.69358 -0.92470 0.70479 0.1 0.0 -0.1
H -2.53353 -1.82722 -0.42998 0.0 0.1 0.1
H -1.85279 0.44349 1.54145 -0.1 0.0 -0.1
H 1.51827 -1.52249 0.56621 -0.1 0.1 0.0
H 0.18082 -1.94856 1.76762 -0.1 0.1 -0.1
H -0.73840 1.07474 -1.09426 0.3 -0.1 0.0
H 0.11853 -0.31528 -1.76119 0.1 0.2 0.1
H 1.46306 1.77041 -1.73037 -0.2 0.2 0.2
H 3.26906 0.97630 -0.80337 -0.2 -0.4 0.1
H 1.07166 1.54643 1.04241 0.2 0.2 -0.1


[3]
21
Properties=species:S:1:pos:R:3:forces:R:3 method="wB97M-V/def2-TZVPD" charge=+2 fmax_ev_per_a=3.22 lumo_ev=-8.1383 e_above_lowest_kj_mol=29.02 homo_lumo_gap_ev=8.85 smiles="CNC1=[N+](CI)C[NH2+]C1" homo_ev=-16.98
C -0.98796 2.55550 -0.39344 -0.1 0.5 1.6
N -0.85885 1.19497 -0.83907 0.5 1.6 -0.8
C -0.38586 0.12280 -0.30790 -0.3 -0.2 -0.2
N 0.20455 -0.21475 0.83790 -0.1 1.9 -0.1
C 1.34419 0.62478 1.48798 0.4 -3.0 -0.6
I 3.02238 0.63962 0.07258 -0.7 0.0 0.5
C 0.20877 -1.66834 0.94648 0.2 1.4 -0.3
N 0.03361 -2.18009 -0.45629 1.5 -1.4 0.0
C -0.62161 -1.03957 -1.18238 -2.0 -2.1 1.4
H -1.69013 3.13915 -0.96923 -0.7 -0.5 -0.1
H -0.10379 3.11917 -0.48123 1.6 0.4 -0.3
H -1.21092 2.54590 0.66053 -0.5 0.2 0.3
H -0.99867 1.18965 -1.84047 -0.3 -0.7 -0.2
H 1.13834 1.62318 1.80799 -0.7 0.4 0.0
H 1.65637 -0.03429 2.32690 -0.1 0.9 -0.4
H 1.10385 -1.89885 1.39433 2.6 -1.1 0.4
H -0.47844 -2.08353 1.62666 -1.7 -0.2 0.4
H 0.98510 -2.33330 -0.90108 -1.0 0.1 0.7
H -0.42898 -3.15062 -0.40950 0.3 1.8 -0.5
H -1.70174 -1.24947 -1.24497 0.3 0.1 -0.1
H -0.23023 -0.90192 -2.13579 0.8 0.0 -1.7


Electronic energy / a.u.: -3673.22043 -385.04669 -658.99777